{
  "formula": "C48H55BCoF4N7O2S",
  "method": "ωB97M-V/def2-TZVPD",
  "s_squared": 6.074,
  "fmax_ev_per_a": 3.8,
  "homo_energy_ev": [-7.2, -7.5],
  "charge": 0,
  "homo_lumo_gap_ev": [6.901, 5.845],
  "spin_multiplicity": 5,
  "symbols": ["Co", "C", "C", "C", "C", "C", "C", "C", "C", "C", "C", "C", "C", "N", "C", "C", "C", "C", "C", "C", "C", "N", "C", "C", "C", "C", "C", "C", "C", "C", "C", "C", "C", "C", "H", "H", "H", "H", "H", "H", "H", "H", "H", "H", "H", "H", "H", "H", "H", "H", "H", "H", "H", "H", "H", "H", "H", "H", "H", "H", "H", "H", "H", "H", "H", "H", "H", "H", "H", "H", "H", "H", "H", "F", "B", "F", "F", "F", "O", "S", "N", "C", "N", "N", "C", "O", "C", "C", "C", "C", "C", "C", "C", "C", "C", "H", "H", "H", "H", "H", "H", "H", "H", "H", "H", "H", "H", "N", "C", "C", "C", "C", "N", "C", "C", "H", "H", "H", "H"],
  "coordinates": [[0.1176, 0.0679, 0.2258], [-4.5652, 0.1363, 3.2796], [-3.0894, 0.3848, 3.6558], [-2.9796, 1.1400, 5.0067], [-2.2420, -0.8564, 3.7322], [-2.6667, -1.8250, 4.6113], [-1.9960, -3.0252, 4.8755], [-0.8468, -3.3855, 4.2416], [-0.2491, -2.5744, 3.2034], [1.2238, -2.6984, 3.0010], [1.9437, -2.9348, 4.3356], [1.9396, -1.6607, 2.1542], [-1.1390, -1.0620, 2.8441], [-0.4413, 0.0588, 2.3740], [-0.2276, 1.0504, 3.2239], [0.1060, 2.3920, 2.9156], [0.1229, 3.3418, 3.9661], [0.3633, 4.6915, 3.7657], [0.6276, 5.1885, 2.4808], [0.5967, 4.2992, 1.3775], [0.3818, 2.8811, 1.5082], [0.4835, 1.9621, 0.5167], [1.0689, 2.1197, -0.7840], [2.6112, 2.2359, -0.9183], [3.0898, 3.1895, -1.9166], [2.1674, 3.8236, -2.7424], [0.8218, 3.5651, -2.7625], [0.1618, 2.4971, -2.0265], [-1.3493, 2.8507, -1.7642], [-1.6623, 4.2818, -1.2669], [-2.2012, 2.5073, -3.0133], [3.4322, 2.3206, 0.3893], [4.8075, 1.6208, 0.2381], [3.7516, 3.7453, 0.8710], [-4.9214, 0.9266, 2.5578], [-5.2257, 0.1282, 4.1677], [-4.6663, -0.8362, 2.7642], [-2.7403, 1.0083, 2.8497], [-3.2591, 0.4929, 5.8516], [-3.7158, 1.9615, 4.9931], [-1.9782, 1.4659, 5.1630], [-3.6353, -1.6119, 5.1488], [-2.4667, -3.7176, 5.5278], [-0.3614, -4.2574, 4.6331], [1.3506, -3.6404, 2.3853], [1.8603, -2.0809, 5.0396], [2.9826, -3.1483, 4.1248], [1.5769, -3.8088, 4.9262], [1.2296, -1.1738, 1.4505], [2.7465, -2.0563, 1.4809], [2.3756, -0.8497, 2.7553], [-0.3357, 0.8709, 4.2655], [-0.1902, 2.9839, 4.9406], [0.3902, 5.2985, 4.6439], [0.7780, 6.2642, 2.2904], [0.8771, 4.6784, 0.3728], [4.1636, 3.3428, -1.9895], [2.5075, 4.6109, -3.4182], [0.1135, 4.1991, -3.3425], [-1.6930, 2.1443, -1.0439], [-1.1947, 5.1575, -1.7568], [-1.4949, 4.3126, -0.1283], [-2.7276, 4.3913, -1.3943], [-2.4215, 3.3895, -3.6400], [-3.1570, 2.0059, -2.7070], [-1.6852, 1.7193, -3.5768], [3.0140, 1.8269, 1.2605], [5.2595, 1.7019, -0.7828], [4.7071, 0.5173, 0.4226], [5.4585, 2.0284, 1.0248], [2.8678, 4.2483, 1.2691], [4.2284, 4.3846, 0.1072], [4.4315, 3.6644, 1.7173], [-4.1924, 1.4913, 0.0786], [-3.6244, 0.2283, -0.1667], [-3.5677, 0.0009, -1.5868], [-4.3796, -0.7882, 0.4138], [-2.3024, 0.2817, 0.3766], [-3.0117, -4.1398, 2.2845], [-2.3511, -3.0820, 1.4762], [-1.0282, -2.2577, 2.1095], [0.4533, -5.5140, -3.3854], [0.7121, -4.1419, -2.8982], [-0.3870, -3.3471, -2.4201], [0.1747, -2.5009, -1.4390], [-0.5036, -1.6646, -0.8047], [1.5359, -2.7493, -1.3673], [1.8338, -3.7662, -2.2437], [3.1490, -4.3942, -2.5628], [-1.4618, -3.0820, -3.3272], [-2.5411, -2.3598, -2.7952], [-3.4767, -1.8804, -3.6827], [-3.3557, -2.1155, -5.0291], [-2.3327, -2.8830, -5.5363], [-1.3230, -3.3050, -4.7199], [-0.4944, -5.5060, -3.9121], [0.4991, -6.2556, -2.5907], [1.2477, -5.7293, -4.1316], [2.3151, -2.2212, -0.8121], [3.9266, -3.6079, -2.6956], [3.0989, -4.9296, -3.5041], [3.4512, -5.1109, -1.7956], [-2.6374, -2.1864, -1.7299], [-4.2327, -1.1728, -3.3528], [-4.0765, -1.6505, -5.6603], [-2.2921, -3.1862, -6.6060], [-0.4024, -3.7198, -5.0642], [3.0886, -1.0297, -5.8974], [2.6368, -0.5168, -4.9542], [2.1348, 0.0751, -3.7907], [3.0231, 0.1562, -2.7618], [2.6464, 0.7014, -1.4592], [1.1029, 0.6330, -1.2642], [0.2936, 0.9641, -2.4671], [0.8343, 0.4708, -3.7322], [4.0837, -0.0129, -2.9940], [3.0357, 0.0984, -0.6299], [-0.7164, 0.5324, -2.3062], [0.2019, 0.3010, -4.6157]],
  "atomic_forces_ev_per_a": [[-1.2, 0.2, 2.1], [-0.5, -0.2, -0.4], [-0.2, 0.7, 0.7], [-1.6, -0.2, -0.6], [-1.2, -0.9, 0.7], [-1.1, 1.0, -0.1], [0.3, -0.2, -1.0], [-0.5, 0.9, 0.8], [-0.1, -0.2, 1.3], [1.1, -1.8, -0.5], [-0.2, -0.3, 0.8], [0.4, 1.0, -1.1], [0.6, -0.3, 1.6], [0.4, 1.4, -0.7], [-0.2, -1.4, -2.0], [0.7, 1.7, -2.3], [-0.4, -0.3, -0.9], [0.3, -0.5, -0.1], [-0.6, -1.2, -1.0], [0.4, 0.1, 0.1], [0.0, -0.5, 1.9], [0.2, 0.1, -0.1], [-1.0, -1.6, 0.6], [0.7, -0.9, 0.1], [-0.4, 0.5, -0.7], [0.8, 0.6, -0.3], [-1.0, 0.7, -1.4], [-0.1, 0.3, 0.8], [0.5, 0.3, -1.0], [0.3, -0.6, 1.9], [-0.3, -0.4, 0.1], [1.5, 0.5, 0.1], [-0.1, -1.1, -0.4], [-0.4, 0.4, 0.0], [0.3, -0.8, 0.8], [0.3, 0.0, -0.3], [-0.1, 0.5, 0.2], [0.5, 0.4, -0.1], [0.1, 0.0, -0.3], [0.6, 0.0, 0.1], [0.6, 0.6, 0.3], [1.2, -0.3, -0.5], [-0.1, -0.5, 0.7], [0.4, -0.2, -0.1], [-0.3, 0.5, 0.7], [0.1, -0.2, -0.6], [0.4, 0.2, 0.1], [0.2, 0.6, -0.7], [0.5, -0.5, 0.5], [-0.6, 0.0, 0.9], [-0.1, -0.2, -0.1], [-0.3, -0.4, 0.9], [0.3, 0.1, 0.1], [-0.1, 0.6, 0.2], [0.1, -0.7, 0.2], [-0.4, -0.2, 0.7], [-0.2, 0.2, -0.1], [0.1, -0.2, 0.2], [1.0, -0.4, 0.2], [-0.2, -0.3, 1.0], [0.1, -0.7, 0.1], [-0.1, 0.3, -1.8], [-0.5, 0.2, 0.0], [0.2, -0.5, 0.1], [0.7, 0.8, -0.1], [-0.2, 0.4, -0.4], [-0.9, -0.2, -0.2], [-0.2, 0.3, 0.9], [0.2, 0.9, -0.1], [0.1, -0.3, -0.6], [0.2, 0.0, -0.3], [-0.2, -0.3, 0.2], [0.1, 0.1, 0.0], [0.1, -0.3, -0.1], [-0.7, 0.4, -0.6], [0.3, 0.3, 0.9], [0.4, 0.1, -0.1], [0.2, -0.4, -0.3], [0.7, 0.4, 0.2], [-0.9, -0.3, -1.2], [-0.5, 0.0, -1.3], [0.9, 0.7, -0.6], [-1.1, 0.2, 0.0], [2.0, -1.3, 0.2], [-1.8, 0.8, 0.0], [0.1, 0.5, 0.2], [2.3, -0.7, -0.3], [-0.4, 0.3, -0.1], [0.4, 0.3, -0.1], [0.1, 1.2, 0.2], [0.4, -1.0, 0.0], [-0.2, 1.0, 0.1], [-0.4, -0.1, -0.1], [0.1, -0.5, -1.7], [0.2, 0.1, 2.2], [-0.1, -0.2, 0.2], [-0.2, 0.1, 0.1], [-0.6, 0.0, 0.4], [-0.7, -0.1, 0.0], [-0.5, -0.5, 0.3], [0.0, -0.1, -0.1], [0.1, 0.2, 0.0], [0.1, 0.0, -0.2], [0.0, -0.4, 0.2], [-0.4, 0.0, -0.6], [0.0, 0.6, 0.8], [0.2, -0.3, -0.5], [-0.8, 0.8, 1.5], [1.2, -1.6, -3.2], [-0.2, 0.0, 0.2], [2.0, 1.1, 0.7], [-2.4, -0.4, 1.9], [1.1, 1.3, -0.8], [-1.2, 0.3, 0.6], [-1.0, 0.1, -0.7], [-0.5, -0.1, 0.4], [0.2, 0.0, -0.4], [0.5, 0.0, -0.2], [0.1, 0.3, 0.6]]
}